Density functional theory data (wB97M-V/def2-TZVPD) for C3H4N4O in the gas phase in a non-equilibrium geometry.

Last column: natural (NBO) charge in e.
Cartesian coordinates (Å):
H -0.00063 1.56607 -0.18226  0.387
N -1.14938 1.60909 -0.13585  -0.708
C -1.44508 0.34222 -0.15933  0.633
N -2.70990 -0.41892 0.05684  -0.833
O -0.33643 -0.57214 -0.20786  -0.389
N 0.79995 0.12951 -0.47435  -0.052
C 1.83974 -0.60781 -0.17969  -0.051
C 3.07720 0.02563 -0.15058  0.209
N 4.11288 0.51848 0.24996  -0.224
H -2.51360 -1.26519 0.51039  0.382
H -3.42117 0.33087 0.72155  0.414
H 1.74643 -1.65782 -0.04884  0.233

Cartesian forces, eV/Å:
H -3.70 0.76 -0.15
N 0.77 -3.11 -0.07
C 0.07 1.84 1.37
N -0.25 6.53 0.72
O -0.95 -0.40 -0.74
N 2.06 -2.16 1.41
C -2.77 1.27 -1.67
C 7.04 3.22 2.84
N -5.48 -2.64 -2.60
H 0.24 -1.25 0.96
H 2.99 -3.29 -2.64
H 0.00 -0.77 0.57

Values from the calculation:
calculated total energy	-410.82499	hartree
HOMO-LUMO gap	8.9	eV
highest occupied orbital energy	-9.95	eV
energy above the lowest of the compared OMol25 structures with the same formula, charge and spin	111.9	kcal/mol
E_LUMO	-1.05	eV
SMILES	[H]/N=C(/N)O/N=C/C#N

Density functional theory data (wB97M-V/def2-TZVPD) for C3H4N4O in the gas phase in a non-equilibrium geometry.

Last column: natural (NBO) charge in e.
Cartesian coordinates (Å):
H -3.36224 0.14780 -0.29980  0.344
N -2.59057 -0.45506 -0.18354  -0.597
C -1.65769 0.41773 0.13510  0.272
N -0.31021 -0.05794 0.30415  -0.474
C 0.18345 -1.47685 0.07838  0.168
N 1.39090 -1.39371 -0.12221  -0.086
O 1.83832 -0.09236 -0.09309  -0.302
C 0.69166 0.73068 0.18044  0.649
N 0.84746 2.04188 -0.13236  -0.727
H -0.15989 2.53279 -0.17308  0.319
H -1.62947 1.50480 -0.07309  0.184
H -0.22260 -2.42211 -0.13503  0.251

Cartesian forces, eV/Å:
H -1.80 0.41 -0.55
N 3.33 2.30 1.84
C 0.08 -3.08 -2.15
N -4.83 -4.39 0.58
C -1.56 3.44 0.29
N 3.60 -0.07 -0.52
O -1.51 0.68 1.26
C 5.19 5.82 -3.77
N -3.11 -2.57 1.34
H 2.98 -1.36 0.47
H -0.65 -0.60 0.79
H -1.71 -0.57 0.42

Values from the calculation:
calculated total energy	-410.85178	hartree
HOMO-LUMO gap	9.3	eV
highest occupied orbital energy	-9.27	eV
energy above the lowest of the compared OMol25 structures with the same formula, charge and spin	95.1	kcal/mol
E_LUMO	0.08	eV
SMILES	[H]/N=C/n1cno/c1=N/[H]

Density functional theory data (wB97M-V/def2-TZVPD) for C3H4N4O2 in the gas phase in a non-equilibrium geometry.

Last column: natural (NBO) charge in e.
Cartesian coordinates (Å):
O 1.96173 -1.17536 -0.56477  -0.611
C 2.08068 -0.16999 0.10821  0.536
N 1.07124 0.68832 0.44401  -0.430
N -0.25731 0.30409 0.29600  -0.097
N -1.17340 0.48291 1.25631  -0.309
C -2.27633 0.18014 0.62207  0.154
N -2.14215 -0.14227 -0.70146  -0.504
C -0.83445 -0.18347 -0.87033  0.635
O -0.17983 -0.54447 -1.95330  -0.664
H 3.02634 0.13459 0.58526  0.140
H 1.21672 1.16535 1.34888  0.420
H -3.17861 0.26651 1.18499  0.201
H 0.68537 -1.00634 -1.75587  0.529

Cartesian forces, eV/Å:
O 0.22 0.38 -0.06
C -0.17 -0.54 0.55
N 0.16 0.00 1.36
N 0.64 -1.07 -2.02
N 0.42 0.19 0.18
C 0.20 0.60 -0.41
N 0.23 -1.03 0.55
C -0.29 1.13 1.31
O 0.34 -0.09 -0.38
H -0.01 0.06 -0.33
H -0.29 -0.09 -0.90
H -0.64 -0.12 -0.24
H -0.82 0.60 0.39

Values from the calculation:
calculated total energy	-486.18918	hartree
HOMO-LUMO gap	10.0	eV
highest occupied orbital energy	-9.42	eV
energy above the lowest of the compared OMol25 structures with the same formula, charge and spin	23.8	kcal/mol
E_LUMO	0.54	eV
SMILES	O=CNn1ncnc1O

Density functional theory data (wB97M-V/def2-TZVPD) for C3H4N4Se in the gas phase in a non-equilibrium geometry.

Last column: natural (NBO) charge in e.
Cartesian coordinates (Å):
N -1.25332 1.18166 -1.45614  -0.771
C -0.29535 0.50223 -0.75125  0.578
N 0.90154 0.21152 -1.27788  -0.530
C 1.71624 -0.45371 -0.47788  0.309
N 1.49394 -0.74970 0.78278  -0.531
C 0.27605 -0.39780 1.26873  0.234
Se -0.08692 -0.81709 2.98925  0.231
N -0.67309 0.16003 0.46657  -0.568
H -1.11075 1.04591 -2.42338  0.394
H -2.07120 0.91297 -0.98781  0.397
H 2.53341 -0.78997 -0.99389  0.181
H -1.43056 -0.80606 2.86092  0.075

Cartesian forces, eV/Å:
N 2.20 -0.31 0.72
C 0.85 0.01 0.15
N -0.72 0.46 -0.51
C -2.57 1.09 0.27
N -0.36 -0.09 1.46
C 0.25 0.62 -4.45
Se 3.13 -0.64 2.27
N 0.57 -0.64 2.39
H -0.53 0.06 -1.17
H -1.99 0.13 -0.18
H 2.51 -0.94 -0.52
H -3.33 0.27 -0.44

Values from the calculation:
calculated total energy	-2737.16874	hartree
HOMO-LUMO gap	9.7	eV
highest occupied orbital energy	-9.31	eV
energy above the lowest of the compared OMol25 structures with the same formula, charge and spin	0.0	kcal/mol
E_LUMO	0.42	eV
SMILES	Nc1ncnc([SeH])n1

Density functional theory data (wB97M-V/def2-TZVPD) for a gas-phase ion, C3H4N5 (charge +1) in a non-equilibrium geometry.

Last column: natural (NBO) charge in e.
Cartesian coordinates (Å):
N -4.93661 -0.68149 0.00183  0.326
N -3.93006 -0.19933 0.01438  0.121
C -2.68932 0.18235 -0.02709  0.113
C -1.38089 -0.83667 -0.06583  -0.266
C -0.34867 0.07051 -0.15724  0.332
N 0.94125 -0.08871 0.01810  -0.746
N -0.85587 1.34862 0.00650  -0.292
N -2.17387 1.41527 -0.00910  -0.091
H -1.43330 -1.83762 -0.05660  0.240
H 1.42031 -0.87274 -0.25252  0.425
H 1.32908 0.75676 0.15856  0.385
H -0.26289 2.21315 0.20800  0.452

Cartesian forces, eV/Å:
N 1.75 1.01 0.18
N -3.87 -1.09 -0.31
C 8.52 -1.40 -0.35
C -3.34 6.05 -0.70
C -2.89 -1.18 1.83
N -1.21 -0.48 -0.03
N -0.79 0.37 -0.46
N -0.97 0.61 0.78
H -0.03 -3.29 -0.04
H 1.43 -1.87 -0.66
H 2.93 2.68 0.43
H -1.54 -1.41 -0.67

Values from the calculation:
calculated total energy	-390.12099	hartree
HOMO-LUMO gap (alpha / beta)	7.4 / 7.4	eV
highest occupied orbital energy (alpha / beta)	-13.40 / -13.40	eV
energy above the lowest of the compared OMol25 structures with the same formula, charge and spin	26.0	kcal/mol
E_LUMO (alpha / beta)	-5.97 / -5.96	eV
SMILES	N#[N+]c1cc(N)[nH]n1
charge	+1

Density functional theory data (wB97M-V/def2-TZVPD) for 2 unconnected molecules or ions with the total composition C3H4NO in a non-equilibrium geometry.

Last column: natural (NBO) charge in e.
Cartesian coordinates (Å):
C -2.05021 0.26956 -0.62878  0.500
C 0.94466 -1.64092 0.53603  0.428
C 0.64455 0.74958 -0.02903  -0.529
N 0.76198 -0.53681 0.31681  -0.149
O -3.07311 0.68562 -0.43254  -0.389
H 0.87305 1.38715 0.91369  0.289
H 0.87446 -2.69390 0.54218  0.296
H -0.45756 0.70503 -0.38573  0.254
H 1.48218 1.07469 -0.83263  0.300

Cartesian forces, eV/Å:
C -1.86 -0.19 -0.13
C -0.96 1.29 -0.64
C 1.18 4.31 -0.66
N 1.92 -3.82 0.88
O 0.33 -0.15 -0.11
H -0.81 -0.85 -1.57
H 0.29 -0.87 0.39
H 2.08 1.27 0.23
H -2.17 -0.99 1.61

Values from the calculation:
calculated total energy	-246.33591	hartree
HOMO-LUMO gap	11.9	eV
highest occupied orbital energy	-16.71	eV
energy above the lowest of the compared OMol25 structures with the same formula, charge and spin	35.3	kcal/mol
E_LUMO	-4.84	eV
charge	+1

Density functional theory data (wB97M-V/def2-TZVPD) for a gas-phase ion, C3H4NO (charge +1) in a non-equilibrium geometry.

Last column: natural (NBO) charge in e.
Cartesian coordinates (Å):
C 0.29395 0.60965 0.60598  -0.590
C -0.23429 -0.64541 0.26285  0.540
C 0.82228 0.88264 -0.78113  0.212
N 1.19098 1.06189 -1.84173  -0.139
O -1.39623 -0.63229 -0.21053  -0.491
H 1.18478 0.62742 1.20300  0.326
H 0.44171 -1.57214 0.24864  0.257
H -0.58104 1.29546 0.72518  0.321
H -1.72215 -1.62722 -0.21226  0.563

Cartesian forces, eV/Å:
C 0.12 2.58 -1.72
C 1.31 -2.41 -0.55
C -0.44 0.13 1.57
N 0.45 0.10 -1.27
O -1.43 -3.86 0.85
H -0.05 0.10 1.03
H -1.32 0.97 0.25
H 1.12 -0.03 0.67
H 0.24 2.42 -0.84

Values from the calculation:
calculated total energy	-246.33026	hartree
HOMO-LUMO gap	10.4	eV
highest occupied orbital energy	-17.42	eV
energy above the lowest of the compared OMol25 structures with the same formula, charge and spin	38.8	kcal/mol
E_LUMO	-6.99	eV
charge	+1

Density functional theory data (wB97M-V/def2-TZVPD) for a gas-phase ion, C3H4NO (charge +1) in a non-equilibrium geometry.

Last column: natural (NBO) charge in e.
Cartesian coordinates (Å):
C -0.65648 -0.59018 1.06162  0.069
N 0.19616 0.31061 0.73440  -0.373
C 0.48667 0.66483 -0.57865  -0.403
C 0.06007 0.06695 -1.68938  0.779
O -0.26937 -0.44822 -2.63113  -0.283
H -1.07556 -0.74310 1.96690  0.232
H -0.91701 -1.31386 0.21238  0.213
H 0.78176 0.86630 1.49930  0.484
H 1.39376 1.18667 -0.57543  0.281

Cartesian forces, eV/Å:
C 1.04 -1.12 -4.36
N 0.13 0.60 2.23
C 0.97 -0.05 0.53
C 0.46 0.38 1.63
O -0.70 -0.59 -1.59
H -0.69 -0.29 3.13
H -0.17 1.29 1.34
H -2.07 -1.20 -1.95
H 1.02 0.99 -0.96

Values from the calculation:
calculated total energy	-246.35051	hartree
HOMO-LUMO gap	8.9	eV
highest occupied orbital energy	-14.68	eV
energy above the lowest of the compared OMol25 structures with the same formula, charge and spin	26.1	kcal/mol
E_LUMO	-5.78	eV
SMILES	C=[NH+]C=C=O
charge	+1

Density functional theory data (wB97M-V/def2-TZVPD) for a gas-phase ion, C3H4NO (charge +1) in a non-equilibrium geometry.

Last column: natural (NBO) charge in e.
Cartesian coordinates (Å):
C -1.67456 -0.59249 0.08602  0.090
N -0.51841 0.01220 -0.01326  -0.384
C 0.92797 0.26412 0.00842  -0.387
C 2.19787 -0.10133 0.20717  0.798
O 3.30201 -0.23283 0.39849  -0.293
H -1.91209 -1.58855 0.26447  0.230
H -2.50340 -0.00546 -0.28220  0.220
H -0.89081 0.98317 -0.43235  0.458
H 1.07141 1.26117 -0.23676  0.268

Cartesian forces, eV/Å:
C 1.71 0.69 -0.86
N -1.30 3.91 -1.90
C -1.47 -0.84 0.19
C -1.93 -1.57 0.67
O 0.97 -0.15 -0.08
H 0.45 -1.81 0.90
H -0.11 0.16 0.30
H 1.79 -2.40 1.33
H -0.12 2.01 -0.56

Values from the calculation:
calculated total energy	-246.29920	hartree
HOMO-LUMO gap	9.1	eV
highest occupied orbital energy	-14.79	eV
energy above the lowest of the compared OMol25 structures with the same formula, charge and spin	58.3	kcal/mol
E_LUMO	-5.72	eV
SMILES	C=[NH+]C=C=O
charge	+1

Density functional theory data (wB97M-V/def2-TZVPD) for 3 unconnected molecules or ions with the total composition C3H4NO2 in a non-equilibrium geometry.

Last column: natural (NBO) charge in e.
Cartesian coordinates (Å):
C 3.10724 -0.55002 0.37101  0.934
C -0.78209 0.21305 0.08153  -0.338
C 0.31110 0.61987 -0.75728  -0.030
N -0.70052 0.09782 -1.38968  -0.556
O 3.44905 -1.62968 0.00657  -0.628
O 3.08826 0.37320 1.13359  -0.638
H -0.85086 -0.72266 0.63501  0.143
H -1.53106 0.86082 0.45082  0.135
H 0.85965 1.55676 -0.83027  0.172
H 1.67759 -0.19467 -0.55883  -0.194

Cartesian forces, eV/Å:
C -1.98 0.32 0.25
C -0.69 -1.51 0.13
C 1.50 -0.08 0.08
N 0.15 0.28 -0.53
O 0.51 0.36 0.03
O 0.79 -0.46 -0.44
H 0.75 -0.20 0.13
H -0.69 1.23 0.41
H -0.04 -0.08 -0.20
H -0.30 0.12 0.14

Values from the calculation:
calculated total energy	-321.86856	hartree
HOMO-LUMO gap (alpha / beta)	6.8 / 6.8	eV
highest occupied orbital energy (alpha / beta)	-2.73 / -2.73	eV
energy above the lowest of the compared OMol25 structures with the same formula, charge and spin	90.4	kcal/mol
E_LUMO (alpha / beta)	4.03 / 4.02	eV
charge	-1